[1]
DFT (ωB97M-V with the def2-TZVPD basis set) results for a structure of composition C5H8O2.

Last column: natural (NBO) charge in e.
Atoms and positions in Å:
C: -1.457 1.247 -0.308  -0.49
C: -0.507 0.208 -0.047  -0.28
C: -0.134 -0.156 1.390  -0.08
O: 1.254 -0.414 1.351  -0.50
C: 1.666 -0.128 0.055  0.07
C: 0.680 -0.388 -0.934  -0.01
O: 0.288 -1.735 -1.203  -0.72
H: -1.736 2.005 0.434  0.20
H: -1.843 1.409 -1.312  0.21
H: -1.654 -0.158 -0.276  0.37
H: -0.663 -1.048 1.750  0.19
H: -0.317 0.663 2.100  0.18
H: 2.452 0.614 -0.033  0.18
H: 0.885 0.152 -1.870  0.20
H: 1.084 -2.271 -1.096  0.47

Properties
- Kohn-Sham gap (spin up / spin down) (eV) = 6.841 / 8.342
- net charge = 0
- ΔE to the lowest compared entry with this formula, charge and spin (eV) = 6.081
- highest occupied orbital energy (spin up / spin down) (eV) = -6.677 / -7.649
- calculated total energy (hartree) = -345.5815

=====

[2]
DFT (ωB97M-V with the def2-TZVPD basis set) results for a structure of composition C31H52NOSi4TeTl.

Last column: Mulliken charge in e.
Atoms and positions in Å:
C: 2.377 0.098 0.856  -0.09
C: 2.341 -0.629 -0.393  -1.00
C: 1.990 0.270 -1.437  -0.21
H: 2.529 -1.744 -0.500  0.35
C: 1.774 1.584 -0.846  -0.45
C: 2.023 1.490 0.559  -0.94
H: 1.327 2.496 -1.388  0.53
C: -1.445 -1.736 1.283  -0.83
C: -0.238 -2.405 0.705  0.13
C: -0.310 -2.383 -0.702  -0.91
H: 0.621 -2.754 1.339  0.10
C: -1.546 -1.730 -1.072  -0.99
C: -2.211 -1.239 0.127  -1.04
H: 1.851 0.022 -2.533  0.34
H: 1.725 2.271 1.328  0.30
H: 2.566 -0.361 1.845  0.57
H: -3.048 -0.457 0.181  0.24
H: 0.456 -2.771 -1.439  0.33
H: -1.712 -1.537 2.291  0.75
Tl: -0.421 0.520 -0.552  1.24
C: -2.003 -1.358 -2.472  3.18
C: -3.530 -1.598 -2.468  -1.85
C: -1.283 -2.280 -3.482  -2.09
H: -3.685 -2.621 -2.106  0.45
H: -3.908 -1.472 -3.479  0.53
H: -4.015 -0.881 -1.788  0.31
H: -1.491 -3.316 -3.182  0.47
H: -0.188 -2.104 -3.483  0.18
H: -1.686 -2.091 -4.478  0.51
C: -1.670 0.138 -2.831  -0.48
C: -2.222 0.652 -4.168  0.00
H: -0.551 0.257 -2.893  -0.44
H: -2.077 0.847 -2.053  0.55
O: -3.136 0.121 -4.819  -0.69
N: -1.602 1.783 -4.643  -0.04
C: -0.432 2.456 -4.070  -0.83
H: -1.950 2.121 -5.535  0.30
C: 0.896 1.861 -4.556  0.82
C: 2.080 2.500 -4.152  -0.28
H: 2.006 3.389 -3.505  0.38
C: 3.322 1.995 -4.553  -0.59
H: 4.235 2.507 -4.231  0.38
C: 3.384 0.847 -5.363  -0.49
H: 4.360 0.457 -5.684  0.37
C: 2.201 0.204 -5.763  -0.60
H: 2.233 -0.692 -6.394  0.39
C: 0.948 0.705 -5.358  -0.24
H: 0.017 0.214 -5.684  0.38
H: -0.463 2.422 -2.959  -0.01
H: -0.472 3.517 -4.370  0.55
C: 3.387 0.345 4.914  -0.92
Si: 1.843 1.266 5.323  0.61
C: 1.633 1.453 7.146  -1.07
C: 1.837 2.915 4.490  -0.70
Si: 0.011 -0.017 4.800  -0.03
Te: 0.033 0.427 2.446  -1.06
Si: 0.121 -2.253 5.257  1.12
C: 0.275 -2.212 7.096  -1.10
C: -1.417 -3.133 4.748  -0.94
C: 1.604 -3.017 4.469  -0.73
Si: -2.062 1.000 5.073  0.56
C: -2.283 0.862 6.903  -1.00
C: -1.988 2.761 4.521  -0.96
C: -3.388 0.111 4.147  -0.69
H: 4.206 0.989 5.269  0.41
H: 3.520 0.183 3.835  0.27
H: 3.446 -0.623 5.432  0.24
H: 2.512 2.026 7.468  0.41
H: 0.728 2.024 7.399  0.22
H: 1.619 0.492 7.676  0.24
H: 1.952 2.839 3.404  0.13
H: 0.940 3.505 4.717  0.17
H: 2.718 3.437 4.899  0.39
H: -0.581 -1.724 7.585  0.24
H: 0.298 -3.268 7.398  0.40
H: 1.205 -1.728 7.424  0.22
H: -1.556 -3.169 3.660  0.28
H: -1.283 -4.164 5.109  0.41
H: -2.318 -2.708 5.215  0.22
H: 1.542 -3.024 3.372  0.09
H: 2.544 -2.537 4.770  0.25
H: 1.607 -4.059 4.824  0.38
H: -1.493 1.377 7.466  0.25
H: -3.245 1.350 7.112  0.39
H: -2.341 -0.186 7.232  0.23
H: -1.792 2.853 3.440  0.24
H: -2.986 3.175 4.731  0.39
H: -1.236 3.343 5.071  0.21
H: -3.265 0.194 3.056  0.03
H: -3.467 -0.949 4.422  0.24
H: -4.323 0.620 4.424  0.42

Properties
- Kohn-Sham gap (spin up / spin down) (eV) = 4.898 / 4.834
- net charge = 0
- highest occupied orbital energy (spin up / spin down) (eV) = -6.145 / -6.372
- calculated total energy (hartree) = -2940.7730

=====

[3]
DFT (ωB97M-V with the def2-TZVPD basis set) results for a structure of composition C18H30AuN4O3PS4.

Last column: natural (NBO) charge in e.
Atoms and positions in Å:
Au: 0.078 1.183 2.544  1.11
O: -3.546 6.384 -0.361  -0.55
C: -2.992 5.568 0.320  0.19
S: -3.823 4.447 1.409  0.36
C: -2.388 3.610 1.970  -0.48
C: -1.188 4.043 1.531  -0.40
S: 0.415 3.515 1.955  0.02
S: -1.229 5.382 0.400  0.35
S: -2.758 2.202 2.947  0.60
O: -0.659 1.715 4.326  -0.53
O: -1.939 2.406 4.327  -0.44
N: 0.985 0.157 1.154  -1.38
P: 0.553 -0.686 -0.145  2.36
N: 1.826 -0.821 -1.188  -0.83
C: 1.843 -0.070 -2.452  -0.20
C: 2.457 1.313 -2.285  -0.42
C: 3.874 1.192 -1.736  -0.40
C: 3.867 0.398 -0.434  -0.42
C: 3.179 -0.948 -0.612  -0.21
N: 0.141 -2.204 0.315  -0.81
C: -0.928 -2.377 1.311  -0.21
C: -0.375 -2.757 2.677  -0.42
C: 0.531 -3.981 2.579  -0.40
C: 1.629 -3.749 1.545  -0.41
C: 1.017 -3.374 0.203  -0.21
N: -0.758 -0.095 -0.929  -0.84
C: -1.024 1.345 -1.016  -0.22
C: -2.513 1.613 -0.869  -0.41
C: -3.332 0.796 -1.861  -0.40
C: -2.996 -0.684 -1.726  -0.40
C: -1.501 -0.899 -1.905  -0.21
H: 0.838 -0.019 -2.861  0.21
H: 2.446 -0.653 -3.158  0.19
H: 1.845 1.901 -1.593  0.21
H: 2.450 1.834 -3.245  0.21
H: 4.316 2.177 -1.580  0.22
H: 4.498 0.678 -2.476  0.19
H: 3.337 0.958 0.341  0.23
H: 4.886 0.228 -0.079  0.21
H: 3.114 -1.470 0.342  0.22
H: 3.758 -1.583 -1.293  0.19
H: -1.585 -3.172 0.939  0.19
H: -1.519 -1.462 1.358  0.22
H: -1.205 -2.938 3.363  0.22
H: 0.195 -1.914 3.077  0.21
H: -0.063 -4.852 2.278  0.19
H: 0.962 -4.215 3.553  0.22
H: 2.247 -4.641 1.424  0.21
H: 2.284 -2.939 1.884  0.20
H: 0.394 -4.205 -0.152  0.19
H: 1.763 -3.188 -0.565  0.22
H: -0.667 1.726 -1.983  0.18
H: -0.465 1.860 -0.235  0.24
H: -2.692 2.681 -1.008  0.22
H: -2.813 1.361 0.152  0.20
H: -3.104 1.125 -2.881  0.20
H: -4.398 0.968 -1.706  0.22
H: -3.541 -1.284 -2.459  0.21
H: -3.284 -1.039 -0.732  0.20
H: -1.215 -0.601 -2.924  0.17
H: -1.228 -1.947 -1.781  0.22

Properties
- Kohn-Sham gap (spin up / spin down) (eV) = 5.649 / 5.645
- net charge = 0
- ΔE to the lowest compared entry with this formula, charge and spin (eV) = 0.000
- highest occupied orbital energy (spin up / spin down) (eV) = -8.008 / -8.005
- calculated total energy (hartree) = -3218.3017

=====

[4]
DFT (ωB97M-V with the def2-TZVPD basis set) results for a cluster of 2 separate species, C17H27O2Si in total.

Last column: natural (NBO) charge in e.
Atoms and positions in Å:
C: 4.143 0.067 2.702  -0.27
O: 2.741 0.385 2.587  -0.40
C: 1.864 -0.578 2.603  0.47
C: 0.475 -0.292 2.629  -0.25
C: -0.408 -1.401 2.646  -0.09
C: -1.774 -1.193 2.664  -0.19
C: -2.302 0.108 2.671  0.12
C: -3.788 0.304 2.683  -0.66
C: -1.425 1.207 2.663  -0.23
C: -0.054 1.031 2.645  -0.07
H: 4.643 1.035 2.722  0.24
H: 4.341 -0.492 3.627  0.21
H: 4.470 -0.525 1.836  0.22
H: 2.223 -1.613 2.634  0.20
H: 0.038 -2.396 2.651  0.23
H: -2.463 -2.043 2.674  0.23
H: -4.037 1.367 2.688  0.23
H: -4.254 -0.155 1.803  0.25
H: -4.241 -0.160 3.569  0.25
H: -1.854 2.212 2.672  0.24
H: 0.632 1.877 2.648  0.24
C: -1.966 -1.989 -3.568  -1.14
Si: -0.236 -2.367 -4.142  1.88
C: 0.495 -3.816 -3.217  -1.15
C: -0.155 -2.596 -5.991  -1.15
O: 0.682 -0.974 -3.769  -0.84
C: 1.781 -0.990 -3.007  0.39
C: 1.852 -0.575 -1.701  -0.33
C: 3.180 -0.866 -1.126  -0.41
C: 3.903 -1.707 -2.216  -0.39
C: 3.096 -1.558 -3.511  -0.48
H: -2.612 -2.859 -3.751  0.24
H: -1.993 -1.758 -2.495  0.24
H: -2.384 -1.128 -4.107  0.25
H: -0.160 -4.685 -3.372  0.25
H: 1.500 -4.091 -3.564  0.24
H: 0.552 -3.632 -2.136  0.24
H: -0.723 -3.493 -6.276  0.24
H: -0.592 -1.736 -6.516  0.25
H: 0.875 -2.718 -6.350  0.25
H: 1.046 -0.082 -1.163  0.21
H: 3.763 0.048 -0.937  0.19
H: 3.132 -1.404 -0.170  0.17
H: 4.941 -1.384 -2.344  0.21
H: 3.923 -2.759 -1.906  0.20
H: 3.000 -2.508 -4.059  0.22
H: 3.589 -0.823 -4.172  0.22

Properties
- Kohn-Sham gap (eV) = 5.174
- net charge = +1
- ΔE to the lowest compared entry with this formula, charge and spin (eV) = 0.075
- highest occupied orbital energy (eV) = -10.488
- calculated total energy (hartree) = -1103.7246

=====

[5]
DFT (ωB97M-V with the def2-TZVPD basis set) results for the molecule C2H3N3S2.

Last column: natural (NBO) charge in e.
Atoms and positions in Å:
H: 2.768 -0.403 -0.739  0.36
N: 2.014 -0.964 -0.220  -0.68
C: 1.006 -0.283 0.191  0.22
N: -0.139 -0.984 0.574  -0.79
S: -1.557 -0.750 -0.369  0.38
C: -1.645 1.040 0.041  -0.02
N: -0.726 1.904 0.119  -0.56
S: 0.826 1.408 -0.189  0.47
H: 0.106 -2.138 0.326  0.42
H: -2.654 1.169 0.266  0.20

Properties
- Kohn-Sham gap (eV) = 8.700
- net charge = 0
- ΔE to the lowest compared entry with this formula, charge and spin (eV) = 2.083
- highest occupied orbital energy (eV) = -9.051
- calculated total energy (hartree) = -1038.5610

=====

[6]
DFT (ωB97M-V with the def2-TZVPD basis set) results for a cluster of 2 separate species, C3H5ClIN in total.

Last column: natural (NBO) charge in e.
Atoms and positions in Å:
C: -1.816 -0.519 -0.023  0.06
C: 1.449 -0.107 0.339  -0.68
C: 0.622 0.740 -0.607  -0.14
N: -0.734 -0.729 -0.599  -0.42
Cl: -2.804 -1.981 0.286  -0.10
I: -0.166 2.525 0.149  0.17
H: -2.238 0.168 0.572  0.18
H: 1.129 0.066 1.428  0.24
H: 1.448 -1.122 -0.054  0.26
H: 2.444 0.264 0.169  0.22
H: 0.667 0.696 -1.662  0.22

Properties
- Kohn-Sham gap (eV) = 9.327
- net charge = 0
- ΔE to the lowest compared entry with this formula, charge and spin (eV) = 0.911
- highest occupied orbital energy (eV) = -9.242
- calculated total energy (hartree) = -929.8424

=====

[7]
DFT (ωB97M-V with the def2-TZVPD basis set) results for a structure of composition C40H31MoN11O2S2.

Last column: Mulliken charge in e.
Atoms and positions in Å:
Mo: -1.001 -0.487 1.096  -0.90
C: -4.268 1.038 -1.576  -1.15
C: -4.000 2.359 -1.933  -0.72
C: -2.883 2.960 -1.414  -0.61
C: -2.041 2.258 -0.534  -0.38
N: -2.315 0.997 -0.174  1.32
C: -3.408 0.411 -0.712  -0.47
N: -0.926 2.941 -0.128  -0.42
C: -0.147 2.565 0.818  0.10
N: -0.208 1.486 1.694  0.34
C: 0.773 1.714 2.681  -0.28
N: 1.037 1.142 3.794  -0.44
C: 0.293 0.150 4.404  0.37
C: 0.808 -0.332 5.613  -0.71
C: 0.084 -1.244 6.343  -0.40
C: -1.160 -1.637 5.864  -1.16
C: -1.582 -1.128 4.654  -0.14
N: -0.868 -0.280 3.904  0.42
C: 1.588 2.883 2.282  -0.04
C: 2.700 3.457 2.870  -0.23
C: 3.232 4.579 2.249  -0.65
C: 2.653 5.111 1.094  -0.69
C: 1.525 4.535 0.526  -0.15
C: 1.019 3.408 1.147  0.15
H: -5.114 0.493 -1.969  0.55
H: -4.645 2.894 -2.616  0.42
H: -2.597 3.971 -1.664  0.59
H: -3.587 -0.617 -0.439  0.50
H: 1.763 0.049 5.946  0.48
H: 0.468 -1.632 7.277  0.43
H: -1.789 -2.327 6.408  0.46
H: -2.545 -1.421 4.262  0.37
H: 3.130 3.040 3.770  0.56
H: 4.110 5.055 2.666  0.42
H: 3.096 5.987 0.639  0.42
H: 1.058 4.933 -0.363  0.54
C: 3.852 -2.702 1.898  -0.56
S: 2.499 -3.820 1.501  -0.04
C: 1.108 -2.758 1.570  0.61
S: 1.277 -1.032 1.511  -0.10
N: -0.033 -3.346 1.677  -2.01
N: -1.078 -2.471 1.722  1.69
C: -2.266 -2.985 1.975  -1.03
C: -3.322 -2.060 2.084  1.31
C: -4.656 -2.389 2.381  -1.08
C: -5.549 -1.388 2.639  -0.65
C: -5.115 -0.048 2.611  -1.11
C: -3.822 0.221 2.262  -0.74
N: -2.935 -0.756 1.965  1.86
H: 4.744 -3.326 1.893  0.38
H: 3.729 -2.262 2.885  0.27
H: 3.963 -1.919 1.153  0.07
H: -2.375 -4.052 2.107  0.44
H: -4.944 -3.431 2.404  0.51
H: -6.578 -1.621 2.874  0.45
H: -5.785 0.765 2.851  0.47
H: -3.444 1.232 2.205  0.45
N: -1.001 -1.191 -0.560  0.30
C: -1.002 -1.587 -1.792  0.98
C: -2.031 -2.329 -2.374  0.60
C: -3.112 -2.737 -1.554  -0.15
N: -3.975 -3.020 -0.843  -0.67
C: -2.013 -2.667 -3.752  -0.08
N: -2.008 -2.937 -4.872  -0.64
C: 5.141 -0.055 -6.288  -1.53
C: 3.998 -0.062 -5.311  0.68
C: 4.225 -0.180 -3.947  -1.10
C: 3.175 -0.211 -3.037  0.63
C: 3.435 -0.338 -1.562  -1.16
C: 1.875 -0.129 -3.526  0.67
C: 1.608 -0.012 -4.891  1.05
C: 0.196 0.071 -5.404  -1.32
C: 2.686 0.028 -5.763  -0.91
C: 0.740 -0.121 -2.557  -0.10
O: 0.050 -1.308 -2.632  -0.35
O: 0.468 0.756 -1.789  -0.52
H: 6.095 0.081 -5.780  0.36
H: 5.026 0.744 -7.020  0.37
H: 5.185 -0.997 -6.837  0.30
H: 5.242 -0.252 -3.579  0.32
H: 4.490 -0.531 -1.373  0.35
H: 2.854 -1.157 -1.130  0.20
H: 3.147 0.570 -1.030  0.39
H: -0.373 0.836 -4.871  0.29
H: -0.326 -0.879 -5.282  0.13
H: 0.189 0.324 -6.463  0.44
H: 2.496 0.124 -6.826  0.39

Properties
- Kohn-Sham gap (spin up / spin down) (eV) = 5.828 / 6.374
- multiplicity = 3
- net charge = 0
- ΔE to the lowest compared entry with this formula, charge and spin (eV) = 0.477
- highest occupied orbital energy (spin up / spin down) (eV) = -6.684 / -7.875
- calculated total energy (hartree) = -3160.3244

=====

[8]
DFT (ωB97M-V with the def2-TZVPD basis set) results for the molecule C3H2ClF5O.

Last column: natural (NBO) charge in e.
Atoms and positions in Å:
F: 1.182 1.984 -0.818  -0.33
C: 0.078 1.708 -0.033  0.43
Cl: -0.319 3.173 0.920  -0.03
O: 0.456 0.667 0.894  -0.51
C: -0.205 -0.616 0.693  0.39
F: -1.540 -0.413 0.757  -0.32
C: 0.187 -1.454 -0.575  0.92
F: -0.204 -2.736 -0.336  -0.31
F: 1.543 -1.494 -0.691  -0.30
F: -0.421 -0.994 -1.723  -0.31
H: -0.826 1.417 -0.629  0.19
H: 0.068 -1.244 1.539  0.19

Properties
- Kohn-Sham gap (eV) = 12.532
- net charge = 0
- ΔE to the lowest compared entry with this formula, charge and spin (eV) = 0.576
- highest occupied orbital energy (eV) = -11.770
- calculated total energy (hartree) = -1150.2736

=====

| no. | strongest force on any atom (eV Å⁻¹) |
| --- | --- |
| 1 | 2.3 |
| 2 | 4.1 |
| 3 | 1.8 |
| 4 | 2.2 |
| 5 | 5.2 |
| 6 | 5.4 |
| 7 | 0.5 |
| 8 | 2.1 |